1.
{"formula": "C22H32N6", "method": "ωB97M-V with the def2-TZVPD basis set", "elements": ["C", "H", "H", "H", "C", "C", "C", "N", "C", "N", "H", "C", "H", "H", "C", "C", "H", "C", "H", "C", "H", "C", "N", "H", "H", "H", "H", "H", "H", "H", "H", "H", "C", "C", "N", "N", "C", "H", "N", "H", "C", "C", "C", "C", "C", "C", "C", "H", "H", "H", "H", "H", "H", "H", "H", "C", "H", "H", "H", "H"], "coordinates": [[-2.65, -2.45, 2.24], [-1.81, -2.13, 2.88], [-2.83, -1.51, 1.51], [-3.53, -2.83, 2.67], [-2.11, -3.73, 1.11], [-1.00, -3.15, 0.57], [-0.97, -2.08, -0.16], [-1.83, -1.04, -0.79], [-1.52, -0.10, -1.62], [-2.38, 0.70, -1.95], [-2.18, 1.72, -2.50], [-3.79, 0.98, -1.38], [-3.77, -0.18, -0.75], [-4.47, 0.96, -1.99], [-3.82, 2.14, -0.57], [-2.81, 2.25, 0.78], [-2.47, 1.12, 1.09], [-1.49, 2.89, 0.25], [-0.89, 2.45, -0.67], [-0.47, 3.17, 1.42], [-0.32, 2.15, 1.69], [0.79, 3.75, 0.96], [0.89, 5.10, 0.28], [0.21, 5.06, -0.41], [0.54, 5.83, 0.66], [1.39, 2.99, 0.03], [1.63, 3.49, 1.63], [-0.81, 3.97, 2.02], [-1.78, 3.89, -0.14], [-3.11, 2.83, 1.55], [-4.79, 2.26, -0.03], [-3.79, 3.01, -1.22], [-0.12, 0.02, -2.02], [0.79, -1.07, -1.71], [0.39, -1.99, -0.82], [1.20, -2.73, -0.29], [0.36, -3.60, 0.30], [0.70, -4.46, 1.25], [2.03, -0.86, -2.22], [2.14, 0.08, -2.64], [3.29, -1.75, -1.66], [3.87, -0.90, -0.51], [4.66, 0.11, -1.01], [5.43, 0.65, -0.03], [5.36, 0.37, 1.17], [4.86, -0.88, 1.54], [4.06, -1.56, 0.60], [3.51, -2.46, 0.83], [4.71, -1.10, 2.46], [5.90, 0.87, 2.06], [6.09, 1.72, -0.34], [4.81, 0.57, -2.11], [3.05, -2.58, -1.56], [3.90, -1.91, -2.61], [0.22, 0.70, -2.61], [-3.16, -3.93, 0.49], [-2.83, -4.90, -0.41], [-3.57, -3.20, -0.32], [-4.05, -4.30, 0.82], [-1.68, -4.41, 2.19]], "relative_energy_ev": 20.967, "fmax_ev_per_a": 18.735, "e_tot_ev": -32253.6713, "homo_ev": -7.3, "orbital_gap_ev": 8.0, "lumo_ev": 0.66, "multiplicity": 1, "molar_mass_g_mol": 380.5}

=====

2.
{"formula": "C22H33As2CaNO3", "method": "ωB97M-V with the def2-TZVPD basis set", "elements": ["C", "C", "H", "H", "C", "C", "H", "H", "C", "H", "H", "H", "C", "H", "H", "H", "Ca", "O", "C", "O", "C", "O", "N", "C", "C", "H", "H", "H", "H", "C", "C", "H", "H", "H", "C", "As", "C", "C", "C", "C", "C", "C", "C", "As", "C", "C", "H", "H", "H", "H", "H", "H", "H", "H", "H", "H", "H", "H", "H", "H", "H", "H"], "coordinates": [[-1.93, 7.24, 0.24], [-2.94, 6.72, -0.60], [-0.89, 7.15, -0.16], [-1.77, 6.93, 1.29], [-3.73, 5.69, -1.10], [-3.80, 4.28, -1.43], [-2.85, 3.67, -1.48], [-4.41, 3.74, -0.58], [-3.26, 8.07, -0.96], [-2.56, 8.88, -0.65], [-4.23, 8.40, -0.53], [-3.34, 8.21, -2.06], [-5.02, 6.09, -1.71], [-4.72, 6.52, -2.68], [-5.57, 6.80, -1.09], [-5.66, 5.22, -1.94], [-0.31, 0.07, -0.71], [-0.52, 1.73, 0.59], [-1.20, 2.18, 1.58], [-2.18, -0.29, 0.39], [-2.75, 0.35, 1.31], [-3.69, -0.15, 2.03], [-2.49, 1.69, 1.74], [-4.20, 0.82, 2.97], [-3.61, 2.13, 2.60], [-3.88, 0.55, 3.97], [-5.28, 0.80, 2.91], [-3.21, 2.73, 3.40], [-4.31, 2.72, 1.99], [-0.68, 3.53, 2.09], [0.28, 4.06, 1.16], [-1.67, 4.16, 2.04], [-0.47, 4.15, 0.29], [0.53, 5.16, 1.11], [2.44, 0.25, 2.28], [1.18, -1.03, 1.52], [0.72, -1.92, 3.19], [2.50, -2.38, 0.89], [3.52, -2.80, 1.73], [4.45, -3.74, 1.27], [4.35, -4.26, -0.02], [3.32, -3.82, -0.88], [2.40, -2.89, -0.42], [0.95, -2.26, -1.60], [1.92, -2.24, -3.27], [-0.09, -3.90, -1.70], [1.88, 1.19, 2.40], [3.26, 0.39, 1.57], [2.79, -0.13, 3.24], [0.51, -2.97, 2.97], [1.55, -1.81, 3.89], [-0.18, -1.42, 3.56], [3.60, -2.40, 2.75], [5.26, -4.07, 1.93], [5.06, -5.00, -0.38], [3.25, -4.21, -1.90], [2.16, -3.26, -3.57], [1.27, -1.74, -4.00], [2.83, -1.64, -3.12], [-0.90, -3.81, -0.97], [0.57, -4.74, -1.45], [-0.49, -3.97, -2.72]], "relative_energy_ev": 10.652, "fmax_ev_per_a": 5.531, "e_tot_ev": -171071.4078, "charge": 2, "homo_ev": [-11.9, -11.0], "orbital_gap_ev": [4.5, 2.8], "lumo_ev": [-7.41, -8.17], "multiplicity": 1, "molar_mass_g_mol": 549.4}